Formula: C4H10O2
Source: the OMol25 dataset
Level of theory: ωB97M-V/def2-TZVPD

CARTESIAN COORDINATES (ANGSTROEM)
1 C -1.32 -0.97 -0.47
2 C -0.20 -0.16 0.19
3 C -0.50 1.35 0.09
4 O -0.13 -0.57 1.55
5 C 1.17 -0.47 -0.43
6 O 2.19 0.13 0.36
7 H -0.98 -1.96 -0.78
8 H -2.13 -1.10 0.26
9 H -1.72 -0.45 -1.35
10 H -0.84 1.62 -0.91
11 H -1.28 1.61 0.81
12 H 0.36 1.99 0.32
13 H 0.78 -0.40 1.83
14 H 1.37 -1.55 -0.37
15 H 1.23 -0.15 -1.48
16 H 2.00 1.08 0.37

Output
E_LUMO = 0.79 eV
SMILES = CC(C)(O)CO
M = 90.1 g/mol
Kohn-Sham gap = 10.92 eV
energy = -8404.9795 eV

Formula: C4H10O2
Source: the OMol25 dataset
Level of theory: ωB97M-V/def2-TZVPD

CARTESIAN COORDINATES (ANGSTROEM)
1 O -0.88 0.58 -1.83
2 C 0.11 1.35 -1.17
3 C 0.28 1.01 0.29
4 C 0.83 -0.39 0.59
5 C -0.23 -1.36 1.08
6 O -1.23 -1.60 0.09
7 H -1.51 0.26 -1.21
8 H 0.99 1.26 -1.78
9 H -0.16 2.41 -1.23
10 H -0.70 1.15 0.76
11 H 0.88 1.78 0.78
12 H 1.64 -0.38 1.31
13 H 1.27 -0.83 -0.31
14 H -0.80 -1.05 1.96
15 H 0.25 -2.30 1.38
16 H -0.76 -1.90 -0.70

Output
E_LUMO = 1.02 eV
SMILES = OCCCCO
M = 90.1 g/mol
Kohn-Sham gap = 11.10 eV
energy = -8404.6176 eV

Formula: C4H10O2
Source: the OMol25 dataset
Level of theory: ωB97M-V/def2-TZVPD

CARTESIAN COORDINATES (ANGSTROEM)
1 C 0.62 -0.14 -1.92
2 O -0.43 -0.15 -0.97
3 C -0.09 0.50 0.22
4 C -1.30 1.07 0.94
5 C 0.58 -0.78 1.22
6 O 1.02 -1.88 0.49
7 H 0.77 0.88 -2.31
8 H 1.57 -0.52 -1.52
9 H 0.28 -0.80 -2.72
10 H 0.58 1.37 -0.03
11 H -1.77 1.89 0.39
12 H -1.01 1.44 1.93
13 H -2.02 0.26 1.07
14 H 1.19 0.07 1.29
15 H -0.23 -1.05 1.90
16 H 0.23 -2.17 0.02

Output
E_LUMO = 1.03 eV
SMILES = CO[C@@H](C)CO
M = 90.1 g/mol
Kohn-Sham gap = 9.69 eV
energy = -8402.5635 eV

Formula: C4H10O2
Source: the OMol25 dataset
Level of theory: ωB97M-V/def2-TZVPD

CARTESIAN COORDINATES (ANGSTROEM)
1 C -1.42 1.41 0.94
2 O -0.01 1.54 0.94
3 C 0.73 0.87 -0.09
4 C 0.40 -0.63 -0.14
5 C 0.33 -1.29 -1.51
6 O 1.28 -1.40 0.67
7 H -1.75 1.48 1.98
8 H -1.93 2.17 0.33
9 H -1.75 0.43 0.57
10 H 1.77 1.01 0.21
11 H 0.60 1.36 -1.07
12 H -0.61 -0.72 0.26
13 H -0.28 -2.19 -1.43
14 H 1.31 -1.58 -1.88
15 H -0.15 -0.63 -2.24
16 H 1.32 -0.98 1.53

Output
E_LUMO = 0.91 eV
SMILES = COC[C@@H](C)O
M = 90.1 g/mol
Kohn-Sham gap = 10.56 eV
energy = -8404.0612 eV

Question: E_LUMO of number 2 (C4H10O2)?
Answer: 1.02 eV

Question: Number 4 is which compound?
Answer: C4H10O2

Please write out number 3 again, unchanged.
Formula: C4H10O2
Source: the OMol25 dataset
Level of theory: ωB97M-V/def2-TZVPD

CARTESIAN COORDINATES (ANGSTROEM)
1 C 0.62 -0.14 -1.92
2 O -0.43 -0.15 -0.97
3 C -0.09 0.50 0.22
4 C -1.30 1.07 0.94
5 C 0.58 -0.78 1.22
6 O 1.02 -1.88 0.49
7 H 0.77 0.88 -2.31
8 H 1.57 -0.52 -1.52
9 H 0.28 -0.80 -2.72
10 H 0.58 1.37 -0.03
11 H -1.77 1.89 0.39
12 H -1.01 1.44 1.93
13 H -2.02 0.26 1.07
14 H 1.19 0.07 1.29
15 H -0.23 -1.05 1.90
16 H 0.23 -2.17 0.02

Output
E_LUMO = 1.03 eV
SMILES = CO[C@@H](C)CO
M = 90.1 g/mol
Kohn-Sham gap = 9.69 eV
energy = -8402.5635 eV